The ion C24H37F10N3O9PS with charge +1, computed with ωB97M-V with the def2-TZVPD basis set.

CARTESIAN COORDINATES (ANGSTROEM)
C  -1.89379  4.02526  2.04220
C  -3.28493  3.46663  1.58135
C  -3.22860  1.91779  1.82049
N  -2.27269  1.34049  0.85705
C  -2.36333  -0.07309  0.64030
C  -2.25166  -0.41102  -0.91321
S  -3.77947  -0.07567  -1.81747
O  -4.72115  -1.08293  -1.41494
O  -3.54504  -0.22532  -3.21862
C  -4.60307  1.55213  -1.54747
F  -3.83715  2.62157  -1.70138
F  -5.26172  1.60631  -0.40074
F  -5.53098  1.62038  -2.48065
N  -0.98382  0.10994  -1.36136
C  -0.88029  1.27827  -2.18642
C  0.06762  1.20823  -3.42666
O  -0.45367  0.32050  -4.43772
C  -0.19854  0.95040  -5.67524
C  1.21137  0.80058  -6.26015
O  -1.04816  1.55402  -6.17813
C  0.20289  -0.34868  -0.60358
C  0.96848  0.86156  -0.02512
O  1.93672  1.45844  -0.87560
O  2.63541  2.32420  -0.02978
P  1.10829  -1.52277  -1.74406
C  0.01214  -2.45473  -2.88710
C  2.77201  -1.10625  -2.36355
C  -0.15653  -1.31145  0.63034
C  1.03294  -1.93076  1.40163
O  0.75128  -2.68594  2.27065
C  2.58031  -1.96470  1.17909
F  3.21208  -0.87707  0.68695
F  2.82064  -2.98791  0.30970
C  3.40801  -2.42417  2.45346
F  3.36703  -3.75969  2.55092
F  3.04172  -1.80808  3.57999
C  4.94570  -2.09810  2.27708
F  5.21769  -0.81972  2.57018
F  5.42677  -2.49301  1.08391
C  5.69103  -2.95920  3.39334
O  5.65620  -2.60805  4.49287
O  6.34632  -4.06702  2.94497
N  -1.37426  -0.91463  1.43577
C  -2.21817  -2.17761  1.63686
C  -1.18702  -0.46334  2.85624
C  -0.30592  0.76525  3.17181
C  1.09377  0.46324  3.76603
F  1.46299  1.61146  4.46099
H  -1.71720  3.74523  3.09890
H  -1.06344  3.55764  1.48041
H  -1.83482  5.12084  1.97328
H  -4.02248  3.87328  2.28863
H  -3.46965  3.72074  0.52778
H  -2.81653  1.82487  2.84612
H  -4.22720  1.44386  1.84696
H  -2.30277  1.90050  0.01065
H  -3.40827  -0.36074  0.88641
H  -2.18028  -1.51433  -1.05667
H  -0.58585  2.23733  -1.69228
H  -1.82627  1.57160  -2.67983
H  0.01283  2.23288  -3.85416
H  1.12654  1.03946  -3.17154
H  1.16946  0.10279  -7.11118
H  1.87620  0.40433  -5.47267
H  1.61905  1.77077  -6.57960
H  1.45266  0.69200  0.95624
H  0.23138  1.66480  0.20540
H  3.55883  2.26492  -0.32745
H  -0.47065  -3.26726  -2.30732
H  0.66506  -2.97582  -3.61032
H  -0.78899  -1.88538  -3.38579
H  3.36277  -2.03888  -2.44409
H  3.38061  -0.40016  -1.78980
H  2.71679  -0.71824  -3.40433
H  -0.52610  -2.20108  0.07866
H  7.07727  -3.74753  2.38656
H  -2.63027  -2.56279  0.69308
H  -1.65997  -2.98263  2.13208
H  -3.08325  -1.96348  2.28565
H  -2.20123  -0.22297  3.22326
H  -0.87873  -1.27621  3.53740
H  -0.23198  1.52562  2.38077
H  -0.81531  1.30441  3.99662
H  1.88038  0.28147  3.01783
H  1.02197  -0.36760  4.48915

As for the multiplicity: 1. Its SMILES is CCCN[C@H]1[C@@H](S(=O)(=O)C(F)(F)F)N(CCOC(C)=O)[C@](COO)(P(C)C)[C@@H](C(=O)C(F)(F)C(F)(F)C(F)(F)C(=O)O)[N@@+]1(C)CCCF. For the HOMO energy, the calculation gives -0.3838 hartree. As for the net charge: +1. The value obtained for the frontier orbital gap is 6.93 eV.

A structure of composition C24H37GeN6O2Si3Ti, computed with ωB97M-V with the def2-TZVPD basis set.

CARTESIAN COORDINATES (ANGSTROEM)
Ti  0.29089  1.03107  -0.85827
O  1.21127  -0.09675  3.33466
C  2.48580  0.36131  3.33229
C  3.25459  0.26615  4.48450
C  4.58386  0.64672  4.47820
C  5.15581  1.12722  3.31137
C  4.38876  1.24861  2.17012
C  3.03851  0.88376  2.14771
C  2.27485  1.15421  0.91574
O  0.95355  1.20218  0.89131
N  2.95491  1.47100  -0.16290
N  2.05900  1.74665  -1.14199
C  2.24529  2.58439  -2.14775
C  1.04297  3.05133  -2.74305
C  1.00713  3.92259  -3.84548
C  -0.19234  4.39488  -4.31030
C  -1.37542  3.99047  -3.67600
C  -1.28728  3.12795  -2.61318
N  -0.12643  2.65626  -2.12146
H  0.97031  -0.36024  4.23043
H  2.80639  -0.12406  5.39215
H  5.17278  0.56130  5.38176
H  6.19684  1.42074  3.29406
H  4.81293  1.63937  1.25602
H  3.22103  2.97511  -2.40919
H  1.94146  4.19675  -4.31695
H  -0.23765  5.06302  -5.15922
H  -2.34197  4.31524  -4.02916
H  -2.19171  2.78821  -2.12305
C  0.05690  -4.31968  1.41653
Si  1.04605  -2.80925  0.82634
C  2.62649  -2.78036  1.87178
C  1.61711  -3.07260  -0.96749
Ge  -0.58015  -1.00816  0.51608
Si  -2.24609  -1.93598  -1.05766
C  -3.30277  -0.51604  -1.76675
C  -3.45527  -3.10716  -0.16731
C  -1.55740  -2.93440  -2.51946
Si  -1.90105  0.49717  1.89254
C  -3.68718  -0.11902  2.12113
C  -2.04380  1.99364  0.71088
C  -1.40300  1.19041  3.58745
H  0.69408  -5.20709  1.44394
H  -0.77945  -4.51947  0.74358
H  -0.35179  -4.16498  2.41716
H  3.18697  -3.69430  1.66255
H  2.42374  -2.75293  2.94325
H  3.26646  -1.93371  1.62377
H  2.59596  -3.55416  -1.01718
H  1.68435  -2.11787  -1.49217
H  0.90809  -3.70174  -1.50790
H  -3.88431  -0.01481  -0.98996
H  -4.00853  -0.89101  -2.51164
H  -2.68253  0.23320  -2.26541
H  -3.72574  -2.74076  0.82463
H  -3.01295  -4.09823  -0.04619
H  -4.37454  -3.22248  -0.74797
H  -0.60145  -2.54128  -2.85992
H  -2.24953  -2.89799  -3.36476
H  -1.41765  -3.98308  -2.24981
H  -4.12650  -0.45440  1.17992
H  -4.31011  0.69063  2.51101
H  -3.73746  -0.95188  2.82556
H  -2.36005  1.63611  -0.27672
H  -1.09259  2.53398  0.62318
H  -2.79165  2.71402  1.04535
H  -1.45790  0.42662  4.36711
H  -2.09946  1.98693  3.86060
H  -0.39676  1.60968  3.57956
N  -2.49216  1.60542  -5.80152
C  -1.62224  1.07958  -5.24920
N  -0.60140  0.47608  -4.69425
C  -0.25245  0.23346  -3.52784
N  0.18357  -0.10755  -2.47517

As for the multiplicity: 2. For the HOMO energy (alpha / beta), the calculation gives -0.2457 / -0.2663 hartree. As for the net charge: 0. The value obtained for the energy above the lowest of the compared OMol25 structures with the same formula, charge and spin is 275.5 kJ/mol. The value obtained for the frontier orbital gap (alpha / beta) is 5.61 / 5.97 eV.

A structure of composition C24H37N5NdO11P3, computed with ωB97M-V with the def2-TZVPD basis set.

CARTESIAN COORDINATES (ANGSTROEM)
Nd  -0.21290  0.36761  0.16766
N  0.62951  2.10584  -1.64164
C  2.01642  2.17081  -1.80985
C  2.60493  2.51647  -3.01726
C  3.99522  2.62529  -3.12932
C  4.80238  2.41596  -2.04154
C  4.24826  2.02711  -0.80513
C  5.02280  1.82408  0.35715
C  4.38667  1.46806  1.52342
C  3.00871  1.23279  1.50539
N  2.24628  1.37617  0.43373
C  2.84183  1.85290  -0.69275
H  0.26566  2.85743  -1.01086
H  0.14374  2.24288  -2.52874
H  1.98114  2.76244  -3.86877
H  4.42215  2.92789  -4.07362
H  5.87137  2.55421  -2.11254
H  6.09311  1.97239  0.32562
H  4.94634  1.34042  2.43822
H  2.50469  0.90940  2.40887
C  -0.88490  -1.44790  -5.01147
C  -0.85109  -1.44597  -3.49933
O  -1.20568  -2.71473  -2.95337
P  0.82044  -1.18589  -2.84177
O  1.52953  -0.15756  -3.80689
O  1.56319  -2.55620  -3.17937
O  1.01176  -0.83241  -1.40901
P  -2.03207  -0.26562  -2.71680
O  -1.48304  1.15786  -3.30167
O  -3.39859  -0.57415  -3.16574
O  -1.69607  -0.31242  -1.25466
H  -0.36908  -2.32422  -5.40537
H  -0.40155  -0.55361  -5.39616
H  -1.92441  -1.45420  -5.33785
H  -2.17477  -2.75569  -2.98576
H  1.92091  0.61572  -3.36445
H  0.93759  -3.27064  -3.33432
H  -2.21753  1.60449  -3.72926
N  -0.50529  0.16494  2.87484
C  -0.99730  -0.79307  3.87225
C  -2.26522  -1.47765  3.37381
C  -1.99018  -2.47797  2.25420
N  -1.52603  -1.79765  1.04261
H  0.32169  0.63276  3.24573
H  -1.20764  0.90203  2.78982
H  -1.21814  -0.29447  4.82471
H  -0.21510  -1.53443  4.05395
H  -2.96504  -0.71559  3.02295
H  -2.72894  -2.00519  4.20910
H  -2.90433  -3.06228  2.07288
H  -1.21454  -3.17397  2.58729
H  -2.31700  -1.29190  0.63723
H  -1.27036  -2.49970  0.35055
O  -6.65860  2.72598  3.35415
C  -5.90019  3.48842  2.75866
O  -5.78300  4.70730  2.73317
C  -4.82288  2.70490  1.89952
C  -5.03305  1.36803  1.58367
C  -3.99276  0.63485  1.05406
N  -2.77258  1.14072  0.84765
C  -2.61737  2.46106  1.04319
C  -3.60441  3.27946  1.56129
C  -1.23716  2.89420  0.62139
O  -1.09688  3.67235  -0.32758
O  -0.28119  2.31104  1.22517
H  -5.98889  0.91674  1.80179
H  -4.13410  -0.40679  0.77826
H  -3.43945  4.33163  1.73438
C  3.42292  -1.83817  0.98892
P  1.61247  -2.15780  1.19687
C  1.72296  -3.18079  2.75089
C  1.52666  -3.59429  0.03460
H  3.97509  -2.77491  0.91231
H  3.80528  -1.27227  1.83603
H  3.57157  -1.25366  0.08197
H  2.56249  -3.87306  2.69190
H  0.80693  -3.75565  2.87566
H  1.85620  -2.54635  3.62271
H  2.22119  -4.37290  0.34941
H  1.79617  -3.25053  -0.95829
H  0.52302  -4.01238  0.00153

As for the multiplicity: 4. For the HOMO energy (alpha / beta), the calculation gives -0.2609 / -0.2609 hartree. As for the net charge: 0. The value obtained for the frontier orbital gap (alpha / beta) is 5.88 / 5.88 eV.

| no. | strongest force on any atom (eV Å⁻¹) | total energy (eV) |
| --- | --- | --- |
| 1 | 4.35 | -95668.610 |
| 2 | 2.37 | -141789.700 |
| 3 | 2.75 | -98616.236 |